Record 1
Below is a structure of composition C28H32F6IN6O4S3Se4Si2Zr, with properties calculated with ωB97M-V/def2-TZVPD.

Each line ends with the Löwdin charge.
CARTESIAN COORDINATES (ANGSTROEM)
Zr 0.85 -1.01 -0.53  0.94
Se -0.71 -2.10 1.37  0.10
Se 0.62 -3.97 0.89  0.01
Se 2.93 -3.47 0.82  0.01
Se 3.21 -2.15 -1.09  0.04
F 2.99 1.50 -4.94  0.14
C 2.84 1.59 -3.62  -0.69
F 3.13 2.82 -3.24  0.14
F 3.65 0.73 -3.04  0.12
S 1.05 1.20 -3.23  0.62
O 1.11 -0.12 -2.59  -0.54
O 0.40 1.25 -4.50  -0.24
N 0.54 2.32 -2.28  -0.31
S -0.18 2.19 -0.91  0.55
O -0.03 3.28 0.00  -0.26
O -0.34 0.83 -0.37  -0.52
C -1.91 2.43 -1.51  -0.67
F -2.27 1.41 -2.31  0.13
F -2.02 3.56 -2.19  0.15
F -2.75 2.47 -0.48  0.12
C 5.93 2.42 0.19  -0.18
Si 4.92 2.67 1.75  0.49
C 3.90 4.24 1.66  -0.18
C 6.13 2.86 3.17  -0.20
C 3.82 1.20 2.15  -0.26
C 3.94 0.52 3.35  -0.10
C 3.08 -0.54 3.66  -0.08
C 2.15 -0.91 2.72  -0.25
N 2.02 -0.29 1.54  -0.12
C 2.80 0.77 1.27  -0.72
S 2.54 1.53 -0.24  0.70
H 6.71 3.19 0.12  0.03
H 5.30 2.46 -0.70  0.00
H 6.42 1.44 0.22  0.04
H 4.54 5.11 1.47  0.03
H 3.38 4.41 2.61  0.02
H 3.15 4.18 0.87  0.01
H 6.77 3.73 2.99  0.03
H 6.78 1.99 3.27  0.03
H 5.62 3.02 4.13  0.03
H 4.71 0.80 4.06  0.09
H 3.15 -1.07 4.60  0.10
H 1.45 -1.71 2.90  0.03
I -3.65 -0.02 4.59  0.83
C -4.15 -0.02 2.54  -0.80
C -5.45 0.32 2.19  -0.15
C -5.76 0.35 0.84  -0.07
C -4.78 0.04 -0.08  -0.06
C -3.52 -0.29 0.39  -0.17
N -3.21 -0.31 1.69  -0.01
H -6.18 0.56 2.95  0.08
H -6.76 0.61 0.52  0.11
H -4.97 0.04 -1.15  0.11
H -2.71 -0.54 -0.29  0.07
N -5.50 8.61 3.21  0.14
C -4.73 7.76 3.21  -0.19
C -3.76 6.69 3.21  -0.24
C -3.70 5.80 2.15  -0.01
C -2.77 4.78 2.15  0.02
C -1.90 4.63 3.22  -0.17
C -1.96 5.52 4.29  0.00
C -2.88 6.55 4.28  -0.03
N -0.98 3.57 3.23  -0.01
C 0.25 3.53 3.87  -0.05
C 0.73 2.27 3.66  -0.11
N -0.18 1.53 2.94  0.11
C -1.17 2.33 2.69  -0.19
H -4.38 5.92 1.31  0.12
H -2.69 4.11 1.30  0.10
H -1.30 5.39 5.14  0.11
H -2.93 7.24 5.11  0.12
H 0.68 4.40 4.35  0.11
H 1.68 1.86 3.98  0.09
H -2.08 2.08 2.16  0.11
C -2.35 -3.17 -1.83  -0.27
Si -0.53 -2.84 -2.25  0.38
C -0.62 -2.14 -4.01  -0.26
C 0.24 -4.55 -2.50  -0.28
H -2.75 -3.94 -2.49  0.02
H -2.95 -2.27 -1.96  0.00
H -2.48 -3.50 -0.79  -0.01
H -1.21 -2.82 -4.63  0.02
H 0.38 -2.05 -4.46  0.02
H -1.08 -1.15 -4.07  0.01
H 0.02 -4.90 -3.52  0.02
H -0.17 -5.28 -1.80  0.00
H 1.33 -4.54 -2.37  0.00

Net charge: -1
Maximum force in eV/A: 1.35
Energy relative to the best compared isomer or geometry (same formula, charge and spin) in kcal per mole: 0.0
HOMO level in eV: -4.8
Kohn-Sham gap in Ha: 0.2410
E_tot in Eh: -14039.17322
LUMO energy in hartree: 0.0664

---

Record 2
Below is a cluster of 12 separate species, C24H41BCl22O5 in total, with properties calculated with ωB97M-V/def2-TZVPD.

Each line ends with the Löwdin charge.
CARTESIAN COORDINATES (ANGSTROEM)
C 4.27 -1.02 -2.49  -0.08
C 3.95 0.49 -3.11  -0.21
O 2.50 0.71 -3.01  -0.08
B 2.16 1.73 -2.00  -0.39
O 2.70 1.50 -0.61  0.03
C 1.28 3.11 -2.28  0.08
C -0.01 3.14 -3.08  -0.01
C -0.48 1.70 -3.71  -0.15
C -1.83 1.76 -4.64  -0.27
C -3.23 1.97 -3.83  -0.17
C -3.56 0.80 -2.71  -0.20
O -5.05 0.74 -2.61  -0.26
C -5.52 1.55 -1.46  -0.14
C -0.75 4.59 -3.25  -0.16
O -1.61 4.94 -4.21  -0.04
C -0.37 5.79 -2.15  0.01
C 0.90 5.80 -1.35  0.02
C 1.90 4.49 -1.57  -0.18
O 3.18 4.56 -1.15  -0.04
H 3.21 -1.55 -2.35  0.06
H 4.77 -0.84 -1.44  0.09
H 4.89 -1.66 -3.24  0.08
H 4.61 1.34 -2.64  0.14
H 4.21 0.42 -4.26  0.14
H 2.80 0.51 -0.47  0.10
H 0.40 1.35 -4.43  0.10
H -0.58 0.83 -2.90  0.14
H -1.89 0.70 -5.20  0.10
H -1.66 2.55 -5.51  0.08
H -4.11 1.88 -4.64  0.13
H -3.29 3.04 -3.36  0.11
H -3.08 1.15 -1.69  0.12
H -3.18 -0.28 -3.02  0.14
H -5.60 2.70 -1.68  0.11
H -4.89 1.34 -0.48  0.09
H -6.62 1.18 -1.23  0.10
H -1.08 6.73 -2.00  0.10
H 1.18 6.67 -0.59  0.13
Cl -1.20 9.11 -6.51  0.50
C -1.05 8.21 -5.00  -1.04
Cl -1.84 9.07 -3.67  0.50
H -1.52 7.23 -5.12  0.00
H 0.01 8.08 -4.76  0.03
Cl -8.44 2.79 0.96  0.50
C -7.30 1.72 1.78  -1.04
Cl -7.85 0.04 1.73  0.50
H -6.32 1.79 1.28  0.00
H -7.20 2.03 2.82  0.03
Cl 1.85 -4.93 -0.52  0.51
C 0.89 -3.74 -1.41  -1.01
Cl 0.89 -2.18 -0.59  0.53
H 1.31 -3.62 -2.41  0.03
H -0.14 -4.10 -1.49  0.03
Cl -0.11 -4.26 4.32  0.50
C 1.06 -3.37 3.34  -1.05
Cl 0.90 -1.63 3.57  0.49
H 2.07 -3.68 3.63  -0.04
H 0.89 -3.61 2.29  -0.01
Cl 3.64 -5.80 5.48  0.51
C 4.71 -5.76 4.07  -1.01
Cl 3.81 -5.33 2.61  0.53
H 5.49 -5.02 4.24  0.03
H 5.15 -6.75 3.93  -0.01
Cl -2.41 0.65 -8.93  0.51
C -1.11 1.79 -8.57  -1.00
Cl -0.19 1.29 -7.14  0.57
H -0.44 1.85 -9.42  0.03
H -1.55 2.78 -8.38  0.03
Cl 2.21 -9.16 6.46  0.51
C 3.72 -10.02 6.14  -1.01
Cl 4.46 -9.48 4.63  0.52
H 4.41 -9.85 6.96  0.03
H 3.50 -11.09 6.06  0.03
Cl -2.76 -8.63 5.26  0.50
C -1.61 -9.70 6.08  -1.05
Cl -2.16 -11.38 6.03  0.50
H -0.64 -9.63 5.59  -0.01
H -1.52 -9.39 7.13  0.03
Cl -2.66 -2.66 8.53  0.50
C -2.63 -2.98 6.79  -1.04
Cl -2.69 -4.72 6.46  0.47
H -3.50 -2.50 6.32  0.03
H -1.71 -2.57 6.37  0.01
Cl 0.28 1.98 2.51  0.49
C 1.95 2.38 2.93  -1.04
Cl 2.43 1.61 4.44  0.49
H 2.61 2.04 2.13  0.02
H 2.03 3.47 3.04  -0.06
Cl 2.38 5.91 3.18  0.54
C 4.05 6.32 3.60  -1.01
Cl 4.53 5.55 5.11  0.51
H 4.71 5.98 2.80  0.03
H 4.13 7.40 3.70  0.03

Net charge: 0
Maximum force in eV/A: 8.27
SMILES string: CCOB(O)C1=C(CCCCOC)C(=O)C=CC1=O.ClCCl.ClCCl.ClCCl.ClCCl.ClCCl.ClCCl.ClCCl.ClCCl.ClCCl.ClCCl.ClCCl
HOMO level in eV: -9.8
Kohn-Sham gap in Ha: 0.2808
E_tot in Eh: -11464.04531
LUMO energy in hartree: -0.0780

---

Record 3
Below is a cluster of 2 separate species, C4H11NO in total, with properties calculated with ωB97M-V/def2-TZVPD.

Each line ends with the Löwdin charge.
CARTESIAN COORDINATES (ANGSTROEM)
C 1.76 -1.04 -1.31  -0.12
C 0.56 -0.12 -1.46  -0.16
C -0.51 -0.08 -0.65  -0.42
C -1.19 1.25 -0.29  -0.05
N -0.87 -1.17 0.14  0.09
H 1.99 -1.03 -0.23  0.07
H 2.69 -0.67 -1.73  0.06
H 1.57 -2.08 -1.55  0.06
H 0.74 0.77 -2.08  0.09
H -0.45 2.05 -0.31  0.08
H -1.76 1.57 -1.17  0.08
H -1.81 1.12 0.59  0.05
H -1.66 -0.98 0.71  0.07
H 0.01 -1.60 0.39  0.08
O -0.28 0.43 2.71  -0.04
H -1.16 0.71 2.97  0.03
H 0.37 0.86 3.26  0.04

Net charge: 0
Maximum force in eV/A: 2.87
Energy relative to the best compared isomer or geometry (same formula, charge and spin) in kcal per mole: 45.8
SMILES string: C/C=C(/C)N.O
HOMO level in eV: -7.4
Kohn-Sham gap in Ha: 0.2939
E_tot in Eh: -288.94397
LUMO energy in hartree: 0.0228

---

Record 4
Below is a cluster of 2 separate species, C10H16 in total, with properties calculated with ωB97M-V/def2-TZVPD.

Each line ends with the Löwdin charge.
CARTESIAN COORDINATES (ANGSTROEM)
C 0.09 -4.13 -1.22  -0.05
C 0.19 -2.65 -0.78  -0.28
C -0.92 -1.87 -0.59  -0.05
C -0.71 -0.51 -0.31  -0.08
C 0.55 0.02 -0.43  -0.11
C 1.67 -0.76 -0.74  -0.08
C 1.51 -2.13 -0.82  -0.05
H 0.70 -4.23 -2.11  0.07
H -0.94 -4.42 -1.41  0.07
H 0.45 -4.76 -0.41  0.07
H -1.88 -2.37 -0.51  0.11
H -1.45 0.20 0.05  0.09
H 0.74 1.06 -0.18  0.09
H 2.68 -0.39 -0.91  0.10
H 2.34 -2.82 -0.92  0.11
C -0.31 4.31 0.43  -0.12
C -1.13 3.26 1.17  -0.33
C -0.51 2.79 2.48  -0.11
H 0.28 3.92 -0.39  0.07
H -0.94 4.97 -0.18  0.07
H 0.18 4.92 1.19  0.07
H -2.21 3.43 1.18  0.10
H -1.23 2.37 0.52  0.06
H -1.27 2.40 3.16  0.07
H 0.21 2.00 2.24  0.06
H 0.08 3.57 2.96  0.06

Net charge: 0
Maximum force in eV/A: 2.32
Energy relative to the best compared isomer or geometry (same formula, charge and spin) in kcal per mole: 22.3
SMILES string: Cc1ccccc1.CCC
HOMO level in eV: -9.0
Kohn-Sham gap in Ha: 0.3679
E_tot in Eh: -390.60038
LUMO energy in hartree: 0.0377

---

Record 5
Below is a cluster of 2 separate species, H7N4OP in total, with properties calculated with ωB97M-V/def2-TZVPD.

Each line ends with the Löwdin charge.
CARTESIAN COORDINATES (ANGSTROEM)
N -2.14 0.59 0.27  -0.13
N 3.41 -0.71 -0.11  -0.04
N -2.54 -0.16 -0.94  -0.20
N 2.40 0.24 0.42  -0.29
O 0.28 1.56 0.32  -0.51
P 1.11 0.78 -0.61  0.86
H -1.98 -0.28 0.87  0.14
H -2.96 0.99 0.78  0.13
H 3.77 -0.16 -0.83  0.01
H 3.24 -1.63 -0.51  0.06
H -2.89 0.42 -1.70  -0.08
H 2.47 0.29 1.39  0.04
H -1.17 1.02 0.41  0.01

Net charge: 0
Maximum force in eV/A: 4.70
Energy relative to the best compared isomer or geometry (same formula, charge and spin) in kcal per mole: 111.3
HOMO level in eV: -6.8
Kohn-Sham gap in Ha: 0.2327
E_tot in Eh: -639.66333
LUMO energy in hartree: -0.0178

---

Record 6
Below is an isolated molecule of CH6NOP, with properties calculated with ωB97M-V/def2-TZVPD.

Each line ends with the Löwdin charge.
CARTESIAN COORDINATES (ANGSTROEM)
C -1.13 -0.38 -0.04  0.00
N 0.49 -0.10 0.54  -0.25
P 1.80 -0.01 -0.41  0.49
O 3.13 -0.20 0.28  -0.47
H -1.70 0.55 0.31  0.09
H -1.18 -0.49 -1.10  0.04
H -1.50 -1.20 0.41  0.00
H 0.56 -0.73 1.37  0.09
H 1.74 -1.11 -1.42  0.01
H 1.83 1.11 -1.28  0.00

Net charge: 0
Maximum force in eV/A: 6.31
Energy relative to the best compared isomer or geometry (same formula, charge and spin) in kcal per mole: 42.4
SMILES string: CN[PH2]=O
HOMO level in eV: -9.8
Kohn-Sham gap in Ha: 0.3838
E_tot in Eh: -513.00821
LUMO energy in hartree: 0.0252

---

Record 7
Below is a structure of composition C25H30Cl2N8NaS2Se, with properties calculated with ωB97M-V/def2-TZVPD.

Each line ends with the Löwdin charge.
CARTESIAN COORDINATES (ANGSTROEM)
Na -1.86 -0.36 -0.43  0.12
N 1.45 -1.97 2.68  0.14
C 0.53 -1.64 1.79  -0.84
S -1.10 -1.67 2.08  0.65
N 1.20 -1.30 0.54  0.07
N 0.41 -0.94 -0.33  -0.05
C 1.03 -0.48 -1.55  -0.47
C 0.17 -0.75 -2.82  -0.46
C 0.91 -1.51 -3.87  -0.10
C 0.18 -2.02 -4.89  -0.15
C -1.24 -2.01 -4.82  -0.14
C -1.76 -1.81 -3.54  -0.23
N -1.10 -1.35 -2.49  0.03
H 1.18 -2.12 3.63  0.11
H 2.43 -1.75 2.47  0.08
H 2.07 -0.78 -1.61  0.10
H 1.99 -1.64 -3.80  0.09
H 0.67 -2.53 -5.72  0.09
H -1.85 -2.43 -5.60  0.06
H -2.78 -2.13 -3.34  0.10
C -4.01 1.56 -4.05  -0.04
C -3.54 1.28 -2.65  -0.28
N -2.29 1.15 -2.35  0.07
N -1.38 1.33 -3.30  0.00
C -0.02 0.84 -3.17  -0.67
N 0.64 1.25 -4.38  0.06
S 0.78 1.33 -1.61  0.94
C -4.50 1.17 -1.54  -0.22
C -5.72 1.85 -1.56  -0.02
C -6.58 1.75 -0.48  -0.07
C -6.21 0.98 0.61  -0.07
C -4.99 0.33 0.55  -0.13
N -4.16 0.40 -0.49  0.09
H -3.69 2.54 -4.40  0.09
H -3.59 0.82 -4.74  0.08
H -5.09 1.49 -4.12  0.07
H -1.68 1.30 -4.27  0.11
H 1.34 1.96 -4.19  0.06
H 1.10 0.44 -4.79  0.06
H -5.97 2.47 -2.41  0.10
H -7.52 2.29 -0.48  0.10
H -6.84 0.88 1.48  0.10
H -4.65 -0.28 1.38  0.11
C 5.59 -2.41 4.70  -0.07
C 4.76 -1.37 4.00  -0.30
C 3.82 -0.61 4.67  -0.05
C 3.05 0.36 4.04  -0.34
C 2.02 1.10 4.83  -0.11
C 3.20 0.60 2.65  -0.63
Se 2.05 1.82 1.76  0.55
C 4.18 -0.15 1.96  -0.33
C 4.45 0.04 0.49  -0.10
C 4.92 -1.12 2.64  -0.05
H 5.34 -2.46 5.76  0.07
H 6.66 -2.20 4.61  0.07
H 5.42 -3.41 4.28  0.07
H 3.68 -0.77 5.74  0.10
H 2.08 0.85 5.89  0.07
H 1.01 0.87 4.47  0.06
H 2.13 2.18 4.70  0.06
H 3.78 0.77 0.07  0.00
H 4.33 -0.91 -0.05  0.07
H 5.48 0.38 0.34  0.08
H 5.66 -1.69 2.08  0.12
Cl -2.87 1.76 3.58  0.47
C -1.37 2.03 2.65  -1.03
Cl -1.73 2.42 0.96  0.55
H -0.78 1.12 2.67  -0.06
H -0.83 2.85 3.09  0.02

Net charge: -1
Maximum force in eV/A: 0.23
Energy relative to the best compared isomer or geometry (same formula, charge and spin) in kcal per mole: 70.8
HOMO level in eV: -3.6
Kohn-Sham gap in Ha: 0.2046
E_tot in Eh: -5689.25040
LUMO energy in hartree: 0.0719

---

Copy entry 5 word for word.
Below is a cluster of 2 separate species, H7N4OP in total, with properties calculated with ωB97M-V/def2-TZVPD.

Each line ends with the Löwdin charge.
CARTESIAN COORDINATES (ANGSTROEM)
N -2.14 0.59 0.27  -0.13
N 3.41 -0.71 -0.11  -0.04
N -2.54 -0.16 -0.94  -0.20
N 2.40 0.24 0.42  -0.29
O 0.28 1.56 0.32  -0.51
P 1.11 0.78 -0.61  0.86
H -1.98 -0.28 0.87  0.14
H -2.96 0.99 0.78  0.13
H 3.77 -0.16 -0.83  0.01
H 3.24 -1.63 -0.51  0.06
H -2.89 0.42 -1.70  -0.08
H 2.47 0.29 1.39  0.04
H -1.17 1.02 0.41  0.01

Net charge: 0
Maximum force in eV/A: 4.70
Energy relative to the best compared isomer or geometry (same formula, charge and spin) in kcal per mole: 111.3
HOMO level in eV: -6.8
Kohn-Sham gap in Ha: 0.2327
E_tot in Eh: -639.66333
LUMO energy in hartree: -0.0178

---

> Number 7 is which compound?

C25H30Cl2N8NaS2Se

---

Please write out number 7 again, unchanged.
Below is a structure of composition C25H30Cl2N8NaS2Se, with properties calculated with ωB97M-V/def2-TZVPD.

Each line ends with the Löwdin charge.
CARTESIAN COORDINATES (ANGSTROEM)
Na -1.86 -0.36 -0.43  0.12
N 1.45 -1.97 2.68  0.14
C 0.53 -1.64 1.79  -0.84
S -1.10 -1.67 2.08  0.65
N 1.20 -1.30 0.54  0.07
N 0.41 -0.94 -0.33  -0.05
C 1.03 -0.48 -1.55  -0.47
C 0.17 -0.75 -2.82  -0.46
C 0.91 -1.51 -3.87  -0.10
C 0.18 -2.02 -4.89  -0.15
C -1.24 -2.01 -4.82  -0.14
C -1.76 -1.81 -3.54  -0.23
N -1.10 -1.35 -2.49  0.03
H 1.18 -2.12 3.63  0.11
H 2.43 -1.75 2.47  0.08
H 2.07 -0.78 -1.61  0.10
H 1.99 -1.64 -3.80  0.09
H 0.67 -2.53 -5.72  0.09
H -1.85 -2.43 -5.60  0.06
H -2.78 -2.13 -3.34  0.10
C -4.01 1.56 -4.05  -0.04
C -3.54 1.28 -2.65  -0.28
N -2.29 1.15 -2.35  0.07
N -1.38 1.33 -3.30  0.00
C -0.02 0.84 -3.17  -0.67
N 0.64 1.25 -4.38  0.06
S 0.78 1.33 -1.61  0.94
C -4.50 1.17 -1.54  -0.22
C -5.72 1.85 -1.56  -0.02
C -6.58 1.75 -0.48  -0.07
C -6.21 0.98 0.61  -0.07
C -4.99 0.33 0.55  -0.13
N -4.16 0.40 -0.49  0.09
H -3.69 2.54 -4.40  0.09
H -3.59 0.82 -4.74  0.08
H -5.09 1.49 -4.12  0.07
H -1.68 1.30 -4.27  0.11
H 1.34 1.96 -4.19  0.06
H 1.10 0.44 -4.79  0.06
H -5.97 2.47 -2.41  0.10
H -7.52 2.29 -0.48  0.10
H -6.84 0.88 1.48  0.10
H -4.65 -0.28 1.38  0.11
C 5.59 -2.41 4.70  -0.07
C 4.76 -1.37 4.00  -0.30
C 3.82 -0.61 4.67  -0.05
C 3.05 0.36 4.04  -0.34
C 2.02 1.10 4.83  -0.11
C 3.20 0.60 2.65  -0.63
Se 2.05 1.82 1.76  0.55
C 4.18 -0.15 1.96  -0.33
C 4.45 0.04 0.49  -0.10
C 4.92 -1.12 2.64  -0.05
H 5.34 -2.46 5.76  0.07
H 6.66 -2.20 4.61  0.07
H 5.42 -3.41 4.28  0.07
H 3.68 -0.77 5.74  0.10
H 2.08 0.85 5.89  0.07
H 1.01 0.87 4.47  0.06
H 2.13 2.18 4.70  0.06
H 3.78 0.77 0.07  0.00
H 4.33 -0.91 -0.05  0.07
H 5.48 0.38 0.34  0.08
H 5.66 -1.69 2.08  0.12
Cl -2.87 1.76 3.58  0.47
C -1.37 2.03 2.65  -1.03
Cl -1.73 2.42 0.96  0.55
H -0.78 1.12 2.67  -0.06
H -0.83 2.85 3.09  0.02

Net charge: -1
Maximum force in eV/A: 0.23
Energy relative to the best compared isomer or geometry (same formula, charge and spin) in kcal per mole: 70.8
HOMO level in eV: -3.6
Kohn-Sham gap in Ha: 0.2046
E_tot in Eh: -5689.25040
LUMO energy in hartree: 0.0719